[1]
Computed, not measured: 6 unconnected molecules or ions with the total composition C9H30O6, with wB97M-V/def2-TZVPD.

```
45
Properties=species:S:1:pos:R:3:mulliken_charge:R:1
O -0.55 -0.43 0.16 -0.38
O -3.14 0.06 1.13 -0.49
O -0.60 -5.14 -0.40 -0.52
O 2.26 4.31 0.96 -0.53
O -0.06 -0.13 3.33 -0.51
O 4.68 1.79 -2.96 -0.53
C -4.44 0.71 0.99 -0.30
C 0.75 2.86 -0.26 -0.71
C 3.37 -0.13 -3.00 -1.03
C -4.84 1.07 -0.47 -1.01
C -0.40 -1.54 3.46 -0.42
C -0.52 -1.23 -1.11 -0.22
C 0.92 3.64 1.03 -0.17
C 4.39 0.69 -2.16 -0.16
C 0.34 -4.70 0.58 -0.40
H 1.29 -4.27 0.25 0.28
H 0.22 -0.78 -1.77 0.13
H 2.22 4.88 0.19 0.30
H -5.11 -0.09 1.31 0.28
H -0.43 0.25 2.53 0.33
H 5.25 0.07 -1.94 0.27
H 0.82 3.01 1.91 0.26
H -4.51 1.41 1.82 0.37
H -3.25 -0.47 1.92 0.21
H -1.02 -1.93 2.65 0.04
H -0.16 2.25 -0.26 0.13
H 3.95 1.20 -1.30 0.23
H -4.35 0.37 -1.15 0.27
H 0.38 3.54 -1.02 0.41
H 0.10 4.37 1.07 0.22
H 5.19 2.41 -2.44 0.30
H 0.48 -5.62 1.14 0.31
H -0.25 -2.24 -0.79 -0.01
H -1.45 -1.19 -1.67 0.28
H 1.49 2.15 -0.64 0.09
H -1.46 -0.13 0.28 0.28
H 0.56 -2.06 3.48 0.26
H 2.60 0.57 -3.33 0.28
H -0.17 -5.34 -1.23 0.30
H 3.04 -0.99 -2.41 0.28
H 3.86 -0.56 -3.87 0.36
H -4.43 2.05 -0.72 0.26
H -0.17 -3.91 1.13 -0.01
H -1.00 -1.76 4.34 0.32
H -5.89 0.95 -0.76 0.35
```

As for the charge: 0. As for the molar mass: 234.33 g/mol. For the frontier orbital gap, the calculation gives 10.62 eV. The LUMO energy is 0.5 eV. For the total energy, the calculation gives -812.18781 Ha. The SMILES is CCO.CCO.CCO.CO.CO.CO.

[2]
Computed, not measured: a molecular structure, C69H155N4O12P3, with wB97M-V/def2-TZVPD.

```
243
Properties=species:S:1:pos:R:3:mulliken_charge:R:1
P -0.76 -4.83 -5.11 1.55
P 5.04 -1.32 1.46 0.56
P -3.33 4.00 -3.43 0.32
O 2.00 1.06 3.09 -1.29
O -1.25 3.45 1.84 -0.70
O 0.74 0.06 4.44 -0.35
O -1.75 -4.28 6.42 -0.42
O -2.74 2.58 0.43 -0.68
O -2.74 4.72 1.16 -0.61
O 3.46 3.83 1.45 -0.38
O -3.59 -4.64 2.11 -0.79
O -2.59 -2.85 2.89 -0.73
O -1.91 -4.66 3.50 -0.51
O 2.48 1.31 5.16 -0.75
O 0.36 -0.20 -0.86 -0.48
N -1.41 2.92 6.71 0.94
N -0.22 0.82 1.28 3.67
N -1.78 -2.82 8.29 -0.17
N 3.51 3.50 3.81 0.45
C 4.07 -3.03 5.25 -1.09
C -2.31 2.08 4.61 0.84
C -6.47 5.37 -2.22 -0.33
C -2.25 2.63 -3.25 -0.01
C -0.46 0.82 -5.18 -1.18
C -1.36 4.29 7.52 -0.97
C -2.03 4.83 -5.71 -0.07
C 4.97 -2.69 3.98 -0.75
C -6.49 4.97 -0.71 -0.98
C -0.25 2.07 7.03 -0.81
C -1.48 -3.16 6.83 0.24
C -1.58 -0.92 -8.11 -1.34
C -2.74 1.29 -3.91 -1.50
C -3.46 -6.67 -7.64 -0.52
C 4.58 -1.36 3.33 0.56
C -6.44 4.21 -3.24 -0.97
C -3.42 4.68 -5.11 -1.12
C -2.32 -6.70 -6.58 -0.66
C -5.06 3.40 -3.13 -1.41
C 0.59 -5.93 -5.64 -0.98
C -0.48 -3.18 -7.31 -0.77
C 2.61 -2.39 0.75 1.18
C -2.95 -1.91 -1.43 -0.93
C 0.97 2.10 -0.70 0.56
C -1.07 -2.00 5.98 0.86
C 0.30 0.82 -0.18 0.71
C -2.27 3.50 1.14 0.42
C -0.31 -1.85 -8.01 -0.87
C -2.44 -5.55 -5.50 -1.27
C 3.16 4.26 2.53 0.76
C -2.61 -2.90 -2.56 -0.38
C 2.76 -3.76 4.97 -0.67
C 0.56 -7.38 -5.12 -0.70
C -0.76 -4.68 -3.28 -1.93
C 1.76 0.71 4.23 0.62
C 4.35 1.44 -3.13 -1.22
C -0.63 -3.13 -5.83 -0.18
C 1.45 -4.54 1.25 -1.42
C 9.70 -2.80 1.82 -1.10
C 1.63 -8.35 -5.58 -0.71
C -3.10 1.40 5.73 -1.01
C -0.62 6.30 -1.31 0.20
C -1.32 -0.27 1.48 -0.30
C -2.74 2.23 6.98 -0.66
C -1.67 6.25 -6.07 -0.77
C 4.91 3.00 3.83 -0.68
C -1.13 -3.35 -2.63 0.27
C 2.62 5.66 2.78 -1.36
C -1.53 3.20 5.17 -1.31
C 4.06 -2.76 0.82 -1.04
C -2.75 -4.06 2.79 0.84
C -1.49 5.65 9.76 -0.46
C -1.53 4.23 9.04 -0.50
C 4.51 0.14 -0.89 -0.38
C -1.55 0.35 -4.13 1.69
C -1.33 7.11 -0.28 -1.42
C 1.55 -8.53 -7.10 -1.03
C -1.34 -3.97 9.21 -0.80
C -1.51 6.03 -2.49 -0.74
C 4.72 1.50 -1.63 -0.39
C -2.30 6.87 -7.32 -1.34
C 4.66 0.31 0.64 0.06
C 6.80 -1.75 1.22 -1.18
C 7.23 -3.29 1.23 -0.56
C -1.62 5.58 11.31 -1.32
C -2.91 5.36 -2.28 0.26
C 8.71 -3.46 0.83 -0.74
C 1.74 -3.51 0.20 0.35
C -3.46 -7.95 -8.50 -1.41
H 4.48 -2.99 -0.16 0.77
H -4.25 -7.95 -9.26 0.40
H 0.53 -8.33 -7.42 0.21
H -2.48 3.72 9.16 0.36
H -0.30 1.10 6.52 0.06
H -2.08 4.29 -6.66 0.55
H 2.31 -2.02 1.73 -0.31
H 0.38 6.70 -1.48 0.55
H -3.15 -4.75 -5.66 0.59
H 8.73 -3.09 -0.19 0.37
H -0.58 3.28 4.64 0.36
H 6.04 -2.60 4.15 0.53
H 2.96 -4.73 4.51 0.41
H 0.01 -1.86 6.12 0.10
H -0.39 -7.85 -5.34 0.13
H 2.12 -5.39 1.23 0.36
H -3.25 -3.74 -2.32 0.53
H -0.56 5.32 -0.83 -0.42
H 7.09 -1.22 0.32 0.69
H -1.32 -2.00 8.63 0.37
H 8.95 -4.52 0.82 0.40
H -0.27 -4.11 9.04 0.34
H -2.18 2.43 -2.18 -0.05
H -4.00 5.60 -5.04 0.67
H -3.63 0.89 -3.44 0.57
H -0.93 -3.58 -1.58 0.24
H 5.66 3.78 3.74 0.41
H -7.29 3.58 -2.97 0.41
H -2.65 5.31 11.55 0.32
H -3.36 -5.74 -8.20 0.35
H 0.37 3.00 -0.59 -0.61
H -4.02 -1.75 -1.31 0.48
H 9.46 -3.22 2.80 0.30
H -3.51 3.01 7.01 0.45
H -0.55 1.76 1.45 -0.29
H -1.89 6.41 -8.21 0.34
H 3.51 -0.16 -1.19 -0.18
H -2.14 4.91 7.07 0.36
H 0.59 2.65 6.65 0.35
H 10.72 -2.91 1.46 0.38
H 7.18 -3.76 2.21 0.22
H -1.53 -1.16 6.49 -0.33
H 1.49 -5.39 -5.35 0.69
H -1.22 0.10 -8.00 0.34
H -1.02 0.21 -3.19 -0.97
H -1.18 4.35 -5.23 0.09
H 0.18 -2.03 -8.97 0.55
H -2.39 6.85 -0.21 0.28
H -4.00 3.95 -5.67 0.57
H -1.51 -2.56 -5.53 0.05
H 0.47 -4.97 1.02 0.56
H -6.60 4.58 -4.25 0.34
H 1.83 5.64 3.53 0.35
H 4.24 -3.58 1.51 0.52
H 5.52 0.91 0.96 0.83
H -1.25 2.99 -3.48 0.65
H -1.60 -3.67 10.23 0.39
H 4.62 -3.67 5.94 0.45
H 4.86 0.68 -3.71 0.33
H 0.50 -1.27 -7.57 0.39
H -1.44 -6.62 -7.22 0.10
H -0.42 4.71 7.15 0.48
H -2.09 4.13 5.10 0.46
H -1.40 -2.18 4.96 -0.36
H -2.86 1.55 7.82 0.43
H 2.23 0.72 5.88 0.50
H 3.75 0.79 1.00 -0.41
H 1.17 2.01 -1.77 0.15
H -2.90 -2.45 -3.51 0.12
H -0.50 -2.53 -2.98 -0.06
H 5.22 -0.59 -1.29 0.80
H -5.83 6.22 -2.45 0.28
H -2.02 -0.56 -4.51 -0.33
H -0.89 4.90 11.76 0.35
H 5.77 1.81 -1.60 0.53
H -4.40 -6.71 -7.10 0.39
H -5.07 2.90 -2.16 0.63
H 4.39 2.42 -3.60 0.43
H 4.97 -0.52 3.91 1.04
H -3.49 -8.87 -7.92 0.35
H 3.32 4.08 4.62 0.46
H -2.73 -2.54 8.47 0.37
H 0.31 0.08 -5.37 0.42
H -1.92 -0.87 -9.14 0.41
H 2.88 2.71 3.78 -0.44
H -1.58 -3.83 3.84 0.23
H -2.47 -0.86 -7.48 0.37
H -1.31 8.16 -0.55 0.43
H -2.50 -0.91 -1.49 -0.17
H -3.20 1.45 -4.89 0.74
H -4.17 1.37 5.49 0.47
H -6.76 5.87 -0.16 0.39
H 3.28 1.24 -3.06 0.08
H -0.99 -1.20 1.01 0.11
H -1.54 6.99 -3.00 0.16
H 7.40 -1.31 2.03 0.51
H -3.36 6.66 -7.18 0.28
H 2.31 -3.91 -0.65 0.63
H -1.97 -4.84 9.06 0.35
H -2.87 2.62 3.84 0.73
H -1.22 -3.81 -7.81 0.16
H 1.84 -9.56 -7.33 0.38
H -2.25 0.05 1.02 0.36
H -5.10 2.53 -3.78 0.59
H -2.59 -7.88 -9.15 0.34
H -2.69 -5.93 -4.51 0.69
H 0.20 -2.51 -5.50 0.75
H -0.99 5.38 -3.19 0.38
H 1.45 -9.31 -5.10 0.41
H 5.05 2.40 4.73 0.38
H -0.53 6.15 9.60 0.38
H -1.26 -5.46 -2.70 0.70
H 1.27 -4.22 2.28 0.02
H 2.28 -7.94 -7.65 0.28
H -2.54 -2.42 -0.56 0.25
H 4.13 2.28 -1.15 0.08
H 5.09 2.31 3.00 0.10
H -2.91 4.94 -1.27 -0.25
H 2.10 -3.12 4.38 -0.09
H -3.73 6.08 -2.28 0.50
H 3.93 -2.19 5.94 0.39
H -1.57 1.47 4.10 -0.64
H 0.28 -4.86 -3.04 0.38
H 0.56 -7.32 -4.03 0.36
H 3.50 -1.20 3.39 -1.26
H -2.26 7.96 -7.26 0.42
H 0.44 -3.74 -7.48 0.32
H 0.85 -3.08 -0.27 -0.79
H 3.37 6.39 3.10 0.43
H 2.27 -3.95 5.93 0.41
H -0.71 3.66 9.45 0.29
H 2.31 6.17 1.87 0.35
H -7.44 5.84 -2.36 0.45
H 0.51 0.81 1.98 -1.26
H -1.03 0.93 -6.10 -0.09
H -1.81 6.97 -5.26 0.01
H 0.61 -5.92 -6.73 0.55
H -7.14 4.14 -0.42 0.35
H -2.30 -7.69 -6.14 0.56
H -0.60 6.36 -6.26 0.55
H 2.69 -8.16 -5.42 0.35
H -2.29 6.31 9.43 0.36
H 4.82 -3.61 3.42 0.27
H 9.58 -1.72 1.88 0.28
H -0.18 1.81 8.09 0.36
H -1.48 6.52 11.84 0.40
H -1.31 -0.45 2.56 -0.15
H 2.42 -1.46 0.22 -1.15
H -5.52 4.73 -0.28 0.07
H -2.79 0.36 5.85 -0.13
H 1.92 2.24 -0.17 -0.50
H -0.88 7.02 0.71 0.34
H 6.58 -3.92 0.62 0.41
H -1.94 4.75 1.70 0.23
H -0.05 1.80 -4.97 0.34
```

As for the charge: +4. As for the molar mass: 1325.94 g/mol. For the frontier orbital gap, the calculation gives 4.99 eV. The LUMO energy is -7.7 eV. For the total energy, the calculation gives -4866.63911 Ha.

[3]
Computed, not measured: a single C10H19NO3S molecule, with wB97M-V/def2-TZVPD.

```
34
Properties=species:S:1:pos:R:3:mulliken_charge:R:1
S -1.01 -1.10 1.49 1.09
O 3.28 1.59 -0.70 -0.39
O 0.26 -1.69 1.64 -0.61
O -2.18 -1.99 1.40 -0.68
N 0.73 0.49 -0.08 0.59
C 3.01 0.14 -0.85 -0.74
C 2.05 2.35 -0.75 -0.84
C -0.85 -0.92 -1.29 0.92
C -2.57 0.90 2.63 -1.14
C -0.01 -2.04 -1.78 -1.48
C -0.52 0.06 -0.33 -0.38
C -1.30 0.11 2.56 -0.23
C -2.31 -1.03 -1.55 -1.54
C 1.88 -0.42 -0.03 -0.84
C 1.10 1.78 0.24 -0.59
H -3.42 0.34 2.72 0.37
H 1.54 1.77 1.27 0.34
H 2.76 -0.08 -1.98 0.23
H -0.43 0.71 2.53 0.28
H 1.02 -1.85 -1.88 0.31
H -2.38 1.36 3.65 0.32
H -2.43 -1.71 -2.49 0.34
H -0.14 -2.94 -1.11 0.27
H 2.46 3.30 -0.52 0.42
H 3.98 -0.32 -0.60 0.34
H -0.47 -2.40 -2.74 0.47
H 1.68 -1.52 -0.20 0.79
H 1.53 2.27 -1.69 0.31
H 0.13 2.35 0.33 0.37
H -2.77 -1.66 -0.80 0.34
H -1.20 1.00 -0.48 0.27
H 2.25 -0.34 1.07 0.30
H -2.92 -0.19 -1.61 0.43
H -2.76 1.65 1.96 0.36
```

As for the charge: 0. As for the molar mass: 233.33 g/mol. For the frontier orbital gap (alpha / beta), the calculation gives 6.81 / 6.92 eV. The LUMO energy (alpha / beta) is -0.9 / -0.8 eV. For the total energy, the calculation gives -1070.87559 Ha.

| no. | F_max (Eh/bohr) |
| --- | --- |
| 1 | 0.042 |
| 2 | 0.134 |
| 3 | 0.096 |